{
  "formula": "C34H27CoI2N4O2SSe",
  "method": "ωB97M-V/def2-TZVPD",
  "gap_ev": [6.23, 5.92],
  "total_energy_ev": -175759.6776,
  "total_charge": 0,
  "relative_energy_ev": 1.010,
  "species": ["Co", "I", "C", "C", "C", "I", "C", "O", "C", "C", "N", "C", "C", "C", "C", "C", "C", "N", "C", "H", "H", "H", "H", "H", "H", "H", "H", "H", "H", "H", "Se", "C", "N", "C", "C", "C", "C", "C", "C", "C", "C", "N", "H", "H", "H", "H", "H", "H", "O", "S", "C", "C", "C", "C", "C", "C", "C", "C", "C", "C", "C", "C", "H", "H", "H", "H", "H", "H", "H", "H", "H", "H"],
  "xyz": [[0.2914, 0.7810, 1.0624], [2.8530, 6.8891, -2.1440], [1.8587, 5.4126, -1.0764], [0.4911, 5.2517, -1.2576], [-0.1742, 4.2593, -0.5589], [-2.1997, 3.9576, -0.8953], [0.5124, 3.4380, 0.3255], [-0.1419, 2.5302, 1.0520], [1.8904, 3.5922, 0.4784], [2.5915, 2.6489, 1.3926], [2.3031, 1.2579, 0.9972], [3.0795, 0.2929, 1.7715], [2.4698, -1.0572, 1.5518], [3.2211, -2.2015, 1.3380], [2.5712, -3.4117, 1.2012], [1.1853, -3.4459, 1.2763], [0.5064, -2.2565, 1.4493], [1.1267, -1.0822, 1.5875], [2.5635, 4.5762, -0.2264], [-0.0460, 5.8778, -1.9542], [2.2578, 2.7791, 2.4276], [3.6737, 2.8288, 1.3595], [2.6389, 1.1160, 0.0308], [3.0004, 0.5454, 2.8369], [4.1437, 0.2969, 1.5028], [4.2943, -2.1198, 1.2715], [3.1326, -4.3169, 1.0274], [0.6331, -4.3660, 1.1798], [-0.5737, -2.2327, 1.4941], [3.6345, 4.6775, -0.1163], [3.5763, -0.0212, -1.8036], [2.7513, 1.4587, -2.5267], [2.2344, 2.3781, -2.9895], [-1.6477, 0.5163, 1.6208], [-1.7902, -0.3063, 2.8182], [-1.3169, 0.1492, 4.0557], [-1.4207, -0.6375, 5.1869], [-2.0227, -1.8901, 5.1010], [-2.5319, -2.3518, 3.8903], [-2.4146, -1.5624, 2.7609], [-2.1337, -2.7125, 6.2718], [-2.2196, -3.3712, 7.2088], [-1.7187, 1.5853, 1.7541], [-2.1411, 0.1603, 0.7295], [-0.8632, 1.1285, 4.1225], [-1.0479, -0.2844, 6.1380], [-3.0187, -3.3164, 3.8399], [-2.8248, -1.9028, 1.8164], [0.0226, 0.2441, -0.7319], [-0.2309, -1.1193, -1.3449], [-2.0045, -1.2105, -1.5038], [-2.7489, -0.0607, -1.7280], [-4.1210, -0.1693, -1.8354], [-4.7374, -1.4085, -1.7223], [-3.9831, -2.5483, -1.4990], [-2.6041, -2.4516, -1.3838], [0.1990, -0.9825, -3.0491], [0.0339, 0.2159, -3.7244], [0.3719, 0.2606, -5.0665], [0.8375, -0.8780, -5.7068], [0.9844, -2.0721, -5.0148], [0.6759, -2.1281, -3.6666], [-2.2541, 0.8961, -1.7983], [-4.7163, 0.7146, -2.0069], [-5.8104, -1.4843, -1.8062], [-4.4638, -3.5114, -1.4097], [-2.0039, -3.3323, -1.2060], [-0.2850, 1.1065, -3.2054], [0.2967, 1.1953, -5.6009], [1.1078, -0.8297, -6.7518], [1.3678, -2.9482, -5.5166], [0.8274, -3.0366, -3.1006]],
  "atomic_forces_ev_per_a": [[0.06, -1.21, 1.08], [0.09, 0.09, -0.06], [-0.18, -0.08, -0.01], [0.16, 0.01, -0.03], [0.18, 0.22, -0.24], [-0.11, -0.04, 0.06], [-0.06, -0.25, 0.25], [-0.19, 0.21, -0.14], [0.05, 0.30, -0.25], [0.32, -0.08, 0.08], [0.27, 0.23, -0.14], [0.01, -0.13, 0.22], [0.06, -0.05, 0.10], [-0.11, 0.14, 0.17], [-0.17, -0.05, -0.01], [0.14, 0.15, 0.04], [-0.05, -0.10, 0.14], [-0.19, 0.50, -0.53], [-0.07, -0.03, 0.02], [-0.01, 0.04, -0.01], [-0.03, 0.00, -0.01], [-0.10, 0.01, 0.02], [-0.19, 0.02, -0.21], [0.00, -0.03, -0.08], [-0.19, 0.03, -0.06], [0.09, -0.02, -0.02], [0.06, -0.08, -0.01], [-0.04, -0.11, -0.01], [0.07, 0.00, -0.06], [0.03, 0.02, -0.02], [-0.14, 0.16, -0.10], [0.61, -0.96, 0.43], [-0.48, 0.73, -0.26], [1.32, 0.00, -0.55], [-0.25, 0.00, -0.05], [0.02, -0.23, -0.01], [0.02, 0.09, -0.13], [-0.03, -0.16, 0.16], [0.03, 0.14, -0.21], [0.02, 0.10, 0.20], [0.01, 0.04, 0.01], [-0.01, -0.08, 0.09], [-0.67, 0.03, 0.20], [-0.41, -0.03, 0.08], [0.01, 0.11, -0.01], [0.00, -0.01, 0.04], [0.00, -0.01, 0.04], [-0.03, 0.00, -0.01], [0.03, 0.78, -0.16], [-0.04, -0.61, 0.00], [-0.03, 0.02, 0.00], [0.13, -0.11, -0.04], [-0.07, 0.05, -0.01], [0.02, -0.06, 0.01], [-0.04, -0.03, -0.01], [0.02, 0.03, 0.02], [-0.01, 0.25, -0.06], [0.12, -0.07, -0.05], [-0.01, 0.00, 0.06], [0.00, -0.03, 0.00], [0.00, 0.02, 0.01], [0.00, 0.04, -0.02], [0.02, 0.14, 0.03], [-0.04, 0.09, -0.01], [-0.11, 0.00, -0.01], [-0.03, -0.06, 0.01], [0.08, -0.10, 0.03], [-0.01, 0.08, 0.05], [-0.01, 0.06, -0.03], [0.01, 0.00, -0.06], [0.02, -0.05, -0.02], [0.01, -0.05, 0.05]]
}